Entry 1:
C6H7NOPtS3Sb | the ωB97M-V functional and the def2-TZVPD basis

Structure (XYZ):
```
20
C6H7NOPtS3Sb | the OMol25 dataset | the ωB97M-V functional and the def2-TZVPD basis
H -1.48023 -2.22888 -0.26089
O 0.33506 -2.16977 -1.26141
S 2.07643 1.09580 2.98189
H -1.57793 -1.82237 -1.98545
C -2.00226 1.81384 -0.09136
C -2.10377 0.50799 -0.54310
S 4.08924 -0.17041 0.15720
H -2.89353 2.40978 0.05255
C -0.98852 -1.68939 -1.07455
Pt 2.02123 -0.97537 -0.29034
C -0.94596 -0.23318 -0.70440
Sb 3.55580 -0.63232 2.57687
H 0.41008 -3.05999 -0.90149
C 0.36133 1.54329 -0.01861
H -3.06891 0.05870 -0.73747
S 1.97527 -2.32267 1.62941
C -0.74851 2.33683 0.19181
H 1.35759 1.90958 0.18341
H -0.62650 3.33822 0.57691
N 0.25409 0.29032 -0.48097
```

Properties
* ⟨S²⟩: 0.766
* spin multiplicity: 2
* highest occupied orbital energy (alpha / beta): -7.17 / -7.13 eV
* HOMO-LUMO gap (alpha / beta): 5.5 / 5.3 eV
* total charge: 0
* total energy: -52162.7429 eV

Entry 2:
C6H7NS | the ωB97M-V functional and the def2-TZVPD basis

Structure (XYZ):
```
15
C6H7NS | the OMol25 dataset | the ωB97M-V functional and the def2-TZVPD basis
H 2.21505 0.93346 1.41050
C -0.38263 -1.05948 -1.38255
C -0.67310 -0.18774 -0.17757
H 1.47664 2.81469 0.05156
H -0.92397 -0.80893 -2.35419
N -2.93108 -0.72211 0.74676
H 1.00342 -1.21665 0.67594
C 0.41406 -0.25769 0.90366
C -1.89768 -0.53278 0.32817
C 1.25660 0.90471 0.93964
H 0.71397 -0.96070 -1.54082
S -0.59574 1.64485 -0.72758
H -0.51147 -2.11123 -0.91016
C 0.89854 1.90434 0.18417
H -0.06259 -0.34475 1.85246
```

Properties
* highest occupied orbital energy: -8.64 eV
* energy relative to the best compared isomer or geometry (same formula, charge and spin): 147.22 kJ/mol
* HOMO-LUMO gap: 9.3 eV
* total charge: 0
* total energy: -18659.2232 eV

Entry 3:
C6H7O3 | the ωB97M-V functional and the def2-TZVPD basis

Structure (XYZ):
```
16
C6H7O3 | the OMol25 dataset | the ωB97M-V functional and the def2-TZVPD basis
C -1.56159 -2.85603 4.62024
H -0.18781 -3.01305 2.91276
C -3.88913 -2.58462 4.04206
H -3.04703 -2.11480 6.01713
H -2.04009 -3.17239 1.24554
O 1.57747 2.18655 4.56517
C -1.22729 -3.01452 3.25949
H 0.05593 -2.24894 5.21162
H -4.43503 -3.13004 2.04031
C -2.87909 -2.50329 5.00365
C -3.60163 -3.01050 2.74687
H -0.19959 1.93995 4.22134
O -0.58350 -2.85511 5.57358
O 0.30164 2.63157 4.69246
C -2.27468 -3.07546 2.33278
H -4.90630 -2.31113 4.35764
```

Properties
* ⟨S²⟩: 3.776
* spin multiplicity: 4
* highest occupied orbital energy (alpha / beta): -4.78 / -9.50 eV
* energy relative to the best compared isomer or geometry (same formula, charge and spin): 0.00 kJ/mol
* HOMO-LUMO gap (alpha / beta): 5.2 / 7.0 eV
* total charge: 0
* total energy: -12469.1488 eV